Entry from the OMol25 dataset: a structure of composition C40H54CsN7O4SSi3 (wB97M-V/def2-TZVPD).

Results
HOMO level = -0.998 eV
max |F| = 0.67 eV/Å
gap between HOMO and LUMO = 4.51 eV
energy above the lowest of the compared OMol25 structures with the same formula, charge and spin = 0.139 eV
E_LUMO = 3.517 eV
net charge = -2

Last column: Mulliken charge in e.
Element x y z (Å)
1 Cs -0.305 0.348 1.199  1.0505
2 C 1.956 4.303 3.377  -1.3836
3 C 0.904 3.192 3.317  0.6336
4 O 1.320 2.108 2.790  -0.4857
5 C -0.330 3.481 3.863  -0.8902
6 C -1.543 2.695 4.047  0.5223
7 C -2.466 3.252 5.119  -1.2887
8 N -1.864 1.633 3.384  0.4395
9 N -3.087 1.096 3.824  -0.5969
10 C -3.505 0.122 3.045  -0.1339
11 O -2.977 -0.355 2.003  -0.7367
12 C -4.814 -0.498 3.498  0.2231
13 C -5.346 -1.558 2.770  -0.2954
14 C -6.539 -2.157 3.154  -0.6398
15 C -7.221 -1.701 4.274  -0.2686
16 C -6.697 -0.641 5.007  -0.6487
17 C -5.505 -0.046 4.622  -0.1834
18 H 2.453 4.376 2.408  0.2072
19 H 2.724 4.038 4.112  0.2561
20 H 1.539 5.277 3.641  0.3627
21 H -0.391 4.469 4.308  -0.0082
22 H -2.061 4.174 5.536  0.3816
23 H -2.598 2.520 5.919  0.2360
24 H -3.463 3.433 4.713  0.2594
25 H -4.789 -1.889 1.903  0.4473
26 H -6.936 -2.985 2.577  0.3598
27 H -8.152 -2.168 4.577  0.3399
28 H -7.221 -0.278 5.884  0.3497
29 H -5.073 0.777 5.176  0.4259
30 N -0.721 3.612 -3.390  -0.1035
31 C -1.985 4.214 -3.536  -0.0315
32 C -2.117 5.428 -4.195  -0.6744
33 C -3.370 6.003 -4.363  -0.5397
34 C -4.492 5.382 -3.838  -0.5891
35 C -4.353 4.186 -3.144  -0.6405
36 C -3.112 3.583 -3.013  0.7647
37 S -2.926 2.030 -2.207  -0.1621
38 N -1.326 2.096 -1.673  0.0736
39 C -0.462 2.785 -2.292  -0.4442
40 C 0.971 2.722 -1.866  1.3895
41 C 1.998 2.984 -2.767  -0.2946
42 C 3.308 2.894 -2.314  -0.8334
43 C 3.537 2.588 -0.987  -0.7578
44 C 2.443 2.348 -0.161  -0.7380
45 N 1.192 2.394 -0.597  0.0702
46 H 0.045 4.219 -3.631  0.2268
47 H -1.232 5.915 -4.591  0.3471
48 H -3.462 6.941 -4.897  0.3539
49 H -5.471 5.829 -3.953  0.3567
50 H -5.219 3.707 -2.703  0.4104
51 H 1.801 3.184 -3.811  0.1848
52 H 4.129 3.052 -3.002  0.3138
53 H 4.540 2.511 -0.588  0.4277
54 H 2.552 2.116 0.896  0.8730
55 C -2.194 -1.630 -1.122  -0.5646
56 O -0.790 -1.580 -1.269  0.3618
57 Si -0.030 -2.069 -2.699  -0.2266
58 C -0.915 -1.165 -4.110  -1.2072
59 C -0.563 -3.882 -2.925  -1.2970
60 C 1.729 -1.795 -2.616  1.7444
61 Si 2.651 -1.340 -4.087  0.1357
62 C 4.430 -0.755 -3.737  -1.0483
63 C 1.988 0.104 -5.138  -0.7301
64 C 2.867 -2.746 -5.357  -1.2030
65 Si 2.647 -2.488 -1.228  -0.6612
66 C 3.828 -3.922 -1.679  -1.1699
67 C 3.757 -1.247 -0.308  -0.4252
68 C 1.580 -3.243 0.141  -0.8205
69 H -2.578 -2.652 -1.239  0.2444
70 H -2.699 -0.997 -1.861  0.1096
71 H -2.480 -1.280 -0.128  -0.0960
72 H -1.988 -1.376 -4.086  0.3846
73 H -0.539 -1.502 -5.080  0.3359
74 H -0.777 -0.083 -4.051  0.1964
75 H -1.648 -4.008 -2.990  0.3400
76 H -0.195 -4.502 -2.103  0.2874
77 H -0.119 -4.269 -3.848  0.2614
78 H 4.413 0.188 -3.182  0.1175
79 H 4.942 -0.580 -4.690  0.3385
80 H 5.024 -1.465 -3.159  0.3070
81 H 1.762 0.951 -4.485  -0.1732
82 H 1.079 -0.134 -5.690  0.3837
83 H 2.752 0.416 -5.859  0.3592
84 H 3.378 -3.594 -4.891  0.2977
85 H 3.441 -2.434 -6.237  0.3136
86 H 1.891 -3.106 -5.698  0.2831
87 H 4.550 -3.643 -2.451  0.3161
88 H 3.244 -4.762 -2.067  0.2704
89 H 4.387 -4.270 -0.804  0.2847
90 H 4.542 -0.843 -0.952  0.3909
91 H 4.232 -1.714 0.563  0.3060
92 H 3.154 -0.407 0.041  -0.2415
93 H 0.953 -4.057 -0.229  0.3057
94 H 0.905 -2.514 0.590  0.1146
95 H 2.230 -3.643 0.927  0.2141
96 N 2.612 -5.419 5.317  -0.3713
97 C 1.491 -4.715 4.950  0.3115
98 O 0.395 -5.238 4.980  -0.6394
99 C 1.715 -3.322 4.467  0.8848
100 C 2.974 -2.801 4.184  -0.3163
101 C 3.079 -1.485 3.779  -1.0148
102 C 1.920 -0.729 3.659  -0.2164
103 N 0.701 -1.227 3.885  -0.2487
104 C 0.609 -2.492 4.281  -0.6006
105 H 2.448 -6.315 5.741  0.2371
106 H 3.472 -4.946 5.524  0.1897
107 H 3.869 -3.409 4.247  0.2794
108 H 4.039 -1.047 3.541  0.4304
109 H 1.939 0.319 3.361  0.5692
110 H -0.388 -2.879 4.458  0.4470